# 1
Below is a 2-piece molecular cluster, C2H7N3O2 overall at a distorted geometry, with properties calculated with the ωB97M-V functional and the def2-TZVPD basis.

Geometry as ORCA input:
```
! wB97M-V def2-TZVPD RIJCOSX def2/J DEFGRID3
* xyz 0 1
N 1.6679 -0.0823 -1.3624
C 0.4990 0.4292 -1.4517
N -0.5900 -0.1856 -2.0402
N 0.2153 1.6844 -0.9290
H 1.8748 -0.7627 -2.0903
H -0.4501 -1.0855 -2.4492
H -1.5153 0.0696 -1.7456
H -0.6657 1.7482 -0.4329
H 0.9386 1.9210 -0.2591
O -1.7539 -0.1205 3.0274
C -0.7924 -0.7450 2.7307
O 0.3812 -0.1734 2.3506
H -0.7064 -1.8453 2.7519
H 0.8971 -0.8521 1.8999
*
```

Summary:
lowest unoccupied orbital energy = 0.518 eV
HOMO = -9.04 eV
Kohn-Sham gap = 0.35138 hartree

---

# 2
Below is a 3-piece molecular cluster, C27H56ClF5N4O14P3S overall at a distorted geometry, with properties calculated with the ωB97M-V functional and the def2-TZVPD basis.

Geometry as ORCA input:
```
! wB97M-V def2-TZVPD RIJCOSX def2/J DEFGRID3
* xyz 1 1
C 1.1639 -0.2664 -2.7349
N 1.0123 0.3860 -1.3674
C -0.4353 0.2498 -1.0434
N -0.8577 0.8176 0.2589
C -2.2515 1.3225 0.3210
C -3.3468 0.1741 0.0274
O -3.6105 0.1705 -1.4159
C -3.6385 -1.2030 -1.8380
O -3.4379 -1.5266 -3.0403
C 0.1391 1.5932 0.9650
N 0.7727 0.9492 2.1544
C 1.4593 -0.3341 1.7744
C 2.9792 -0.1571 1.2835
C 3.9233 -0.1157 2.5814
Cl 3.4289 -1.7209 0.3765
P -0.5710 0.4481 3.2634
C 0.1417 0.0483 4.9965
C -1.3162 -1.2126 2.6916
N 0.5641 2.8359 0.7080
C 0.0116 3.5929 -0.4639
C -1.0389 4.7610 -0.0226
O -0.6756 5.9499 -0.1321
O -2.3526 4.4535 0.4286
S 1.7576 3.6570 1.6688
O 3.1399 3.0444 1.5156
O 1.9041 5.0768 1.1560
C 1.4278 3.7800 3.4872
F 2.1735 4.9170 3.9478
F 1.9491 2.6903 4.2609
C -0.0847 4.0302 3.9502
F -0.2616 5.3766 4.3923
F -0.2873 3.2430 5.1334
F -1.0886 3.6423 3.0465
H 0.9097 0.5326 -3.5226
H 0.3916 -1.1109 -2.8952
H 2.1895 -0.7418 -2.8871
H 1.2727 1.3710 -1.5283
H -0.6633 -0.8872 -1.0132
H -1.0534 0.6406 -1.9486
H -2.3855 2.1093 -0.5235
H -2.4758 1.8734 1.3039
H -2.8704 -0.8172 0.3772
H -4.2701 0.4177 0.6513
H -3.8597 -2.0466 -1.0969
H 0.9027 -0.9728 1.0092
H 1.5068 -0.9720 2.7411
H 3.1498 0.6890 0.5412
H 4.9900 0.2592 2.3658
H 3.4914 0.4685 3.4656
H 4.0334 -1.2088 2.9428
H -0.0414 -1.0661 5.2128
H 1.2704 0.2164 5.0689
H -0.4722 0.6573 5.7468
H -1.1725 -1.4149 1.5754
H -2.4550 -1.2493 2.9057
H -0.8594 -2.1182 3.2494
H -0.5463 2.9576 -1.2271
H 0.8695 4.1166 -1.0357
H -2.5403 4.8568 1.3058
O 2.9649 1.9454 -5.1805
P 4.3786 2.3328 -4.7222
O 3.9617 3.8360 -4.1581
C 3.2894 3.9126 -2.9131
C 4.2423 3.6855 -1.7549
O 4.8906 2.7404 -6.2471
C 4.4215 2.0233 -7.3866
C 3.3651 2.8391 -8.1077
O 5.9728 2.6272 -4.1751
C 6.9225 3.4652 -4.8333
C 6.5464 4.9327 -4.8931
H 2.4654 3.1899 -2.8857
H 2.8546 4.9134 -2.8412
H 4.6272 2.6615 -1.7606
H 3.7358 3.8560 -0.8009
H 5.1030 4.3544 -1.8203
H 4.0511 1.0346 -7.1093
H 5.2764 1.8667 -8.0512
H 2.5606 3.1449 -7.4344
H 2.9321 2.2724 -8.9354
H 3.8031 3.7593 -8.5047
H 7.1625 3.0714 -5.8235
H 7.8450 3.3783 -4.2498
H 5.7051 5.1086 -5.5687
H 7.3903 5.5243 -5.2578
H 6.2610 5.3060 -3.9074
O -4.6839 -3.7746 1.8780
P -4.0977 -5.1895 2.0087
O -5.4590 -5.9665 1.4752
C -5.7223 -5.9689 0.0774
C -4.8180 -6.9452 -0.6504
O -4.3735 -5.2614 3.6454
C -4.2441 -4.0974 4.4548
C -5.6185 -3.5506 4.7925
O -3.3539 -6.7251 2.1402
C -3.6001 -7.6674 3.1835
C -5.0122 -8.2171 3.2272
H -5.6107 -4.9594 -0.3289
H -6.7657 -6.2649 -0.0549
H -3.7737 -6.6233 -0.5996
H -5.1012 -7.0223 -1.7034
H -4.8726 -7.9380 -0.1981
H -3.6157 -3.3454 3.9722
H -3.7337 -4.3929 5.3767
H -6.2186 -3.3824 3.8951
H -5.5401 -2.6095 5.3426
H -6.1714 -4.2686 5.4045
H -3.2977 -7.2593 4.1507
H -2.9199 -8.5036 2.9906
H -5.7331 -7.4587 3.5438
H -5.0731 -9.0457 3.9379
H -5.3241 -8.5784 2.2453
*
```

Summary:
lowest unoccupied orbital energy = -5.530 eV
HOMO = -11.71 eV
Kohn-Sham gap = 0.22725 hartree

---

# 3
Below is an isolated molecule of C5H8FN at a distorted geometry, with properties calculated with the ωB97M-V functional and the def2-TZVPD basis.

Geometry as ORCA input:
```
! wB97M-V def2-TZVPD RIJCOSX def2/J DEFGRID3
* xyz 0 1
F 0.5600 -0.2555 -2.2688
C -0.1951 -0.5766 -1.1487
C 0.8066 -1.0923 -0.0029
C 0.2390 -0.2544 1.1135
N 0.5252 0.9749 1.8618
C 0.1391 1.0861 0.4520
C -0.9037 0.7170 -0.6044
H -0.9220 -1.3508 -1.4521
H 0.7435 -2.1532 0.1475
H 1.8085 -0.8741 -0.3136
H -0.7660 -0.6270 1.3778
H -0.2147 1.0885 2.5320
H 1.0919 1.3655 -0.0652
H -1.0141 1.4694 -1.4237
H -1.8981 0.4823 -0.2052
*
```

Summary:
lowest unoccupied orbital energy = 1.009 eV
HOMO = -8.79 eV
Kohn-Sham gap = 0.36006 hartree

---

# 4
Below is an isolated molecule of C4H12N2O at a distorted geometry, with properties calculated with the ωB97M-V functional and the def2-TZVPD basis.

Geometry as ORCA input:
```
! wB97M-V def2-TZVPD RIJCOSX def2/J DEFGRID3
* xyz 0 1
C 1.4764 1.1660 -0.8392
C 0.8697 -0.1081 -0.9928
O 0.2401 -0.1390 -2.3428
C 0.0452 -0.6554 0.2438
N -0.6437 -1.9401 -0.2585
C -0.9436 0.3903 0.7931
N -0.9724 0.1674 2.2227
H 0.7204 1.8440 -1.0355
H 2.3672 1.1869 -1.5544
H 1.7927 1.4345 0.1967
H 1.6729 -0.8464 -1.1439
H -0.6451 -0.4415 -2.1709
H 0.8665 -0.7832 0.9485
H -1.0820 -2.5312 0.5155
H -1.5732 -1.6080 -0.6520
H -0.5897 1.3774 0.5019
H -1.9365 0.2900 0.2983
H -0.0752 0.4536 2.6960
H -1.5896 0.7428 2.5733
*
```

Summary:
lowest unoccupied orbital energy = 0.868 eV
HOMO = -9.43 eV
Kohn-Sham gap = 0.37858 hartree

---

# 5
Below is a 2-piece molecular cluster, H2NO2P overall at a distorted geometry, with properties calculated with the ωB97M-V functional and the def2-TZVPD basis.

Geometry as ORCA input:
```
! wB97M-V def2-TZVPD RIJCOSX def2/J DEFGRID3
* xyz 0 1
N -1.2890 -0.0651 0.0840
O -1.6881 0.2321 -0.9832
O -1.9361 -0.1811 1.0847
P 1.4209 0.4059 0.3853
H 1.9349 -0.7727 0.5689
H 1.5573 0.3809 -1.1397
*
```

Summary:
lowest unoccupied orbital energy (alpha / beta) = -2.018 / -1.617 eV
HOMO (alpha / beta) = -9.36 / -10.39 eV
Kohn-Sham gap (alpha / beta) = 0.27000 / 0.32246 hartree

---

# 6
Below is a 2-piece molecular cluster, C6H13NO3 overall at a distorted geometry, with properties calculated with the ωB97M-V functional and the def2-TZVPD basis.

Geometry as ORCA input:
```
! wB97M-V def2-TZVPD RIJCOSX def2/J DEFGRID3
* xyz 0 1
C 1.8969 1.8820 1.7219
O 1.3970 0.6156 1.3739
C 1.1830 0.4177 -0.0042
C -0.0137 1.2179 -0.5426
C -1.2323 0.3612 -0.2708
O -2.3096 0.7071 0.1817
N -0.6678 -1.0954 -0.1831
C -1.2859 -2.1741 0.5664
C 0.7900 -1.0501 -0.2156
H 2.1816 1.8443 2.7792
H 2.7861 2.1391 1.1210
H 1.1302 2.6648 1.5960
H 2.1053 0.6666 -0.5535
H -0.1292 2.2112 -0.0945
H 0.0850 1.3672 -1.6276
H -1.0534 -2.1122 1.6393
H -2.3740 -2.0826 0.4710
H -0.9380 -3.1458 0.1842
H 1.1528 -1.4248 -1.1837
H 1.2605 -1.6616 0.5685
O -2.3807 -0.2853 -2.4431
H -1.7931 -1.1298 -1.9678
H -1.7908 0.0671 -3.1165
*
```

Summary:
lowest unoccupied orbital energy = 0.622 eV
HOMO = -9.00 eV
Kohn-Sham gap = 0.35362 hartree

---

# 7
Below is an isolated molecule of C4H9NO2, with properties calculated with the ωB97M-V functional and the def2-TZVPD basis.

Geometry as ORCA input:
```
! wB97M-V def2-TZVPD RIJCOSX def2/J DEFGRID3
* xyz 0 1
C -2.0834 -0.6599 -0.1900
C -0.6675 -0.2938 -0.6169
O -0.7192 1.0363 -1.0722
C 0.2480 -0.4579 0.5940
N 1.6783 -0.1866 0.3894
C 2.1253 1.1115 0.2142
O 1.8990 1.8173 -0.7429
H -2.1475 -1.7059 0.1276
H -2.7779 -0.4967 -1.0171
H -2.4012 -0.0209 0.6432
H -0.3257 -0.9796 -1.4121
H 0.1614 1.2916 -1.3948
H -0.1323 0.1920 1.3938
H 0.1773 -1.4884 0.9554
H 2.2393 -0.6622 1.0831
H 2.7260 1.5033 1.0453
*
```

Summary:
lowest unoccupied orbital energy = 0.665 eV
HOMO = -9.95 eV
Kohn-Sham gap = 0.39023 hartree

---

# 8
Below is an isolated molecule of CH3IN4 at a distorted geometry, with properties calculated with the ωB97M-V functional and the def2-TZVPD basis.

Geometry as ORCA input:
```
! wB97M-V def2-TZVPD RIJCOSX def2/J DEFGRID3
* xyz 0 1
I 3.1154 -0.0014 0.1265
C 1.1331 0.3886 -0.6735
N 0.9070 1.7401 -0.5626
N -0.0533 1.9265 0.2368
N -0.4958 0.8664 0.7609
N 0.1280 -0.3019 0.1402
H 1.2328 0.0118 -1.8904
H -1.3501 0.6851 1.1977
H 0.7175 -0.9687 0.8138
*
```

Summary:
lowest unoccupied orbital energy = 0.085 eV
HOMO = -8.75 eV
Kohn-Sham gap = 0.32468 hartree

---

E (eV)
-10752.8974 -128326.1964 -9518.5731 -9368.5396 -14900.7099 -14064.0079 -9878.7586 -15143.0265
Relative energy (zero: lowest compared OMol25 entry of this formula, charge and spin) (kJ/mol)
113.7 1067.0 310.3 256.1 584.2 252.9 125.6 216.3